The following is a DFT calculation (ωB97M-V/def2-TZVPD) of a 2-piece molecular cluster, C6H11NO2 overall in a non-equilibrium geometry.

Results
HOMO energy in eV: -9.437
Frontier orbital gap in eV: 10.13
Spin multiplicity: 1
E_tot in eV: -11983.239
Energy relative to the best compared isomer or geometry (same formula, charge and spin) in kcal/mol: 69.9

Each atom is followed by the atoms it is bonded to, with distances in Å.
Cartesian coordinates (Å):
1 C -0.158 1.847 -0.645  C2 1.531, H7 1.061, H8 1.065, H9 1.088
2 C -0.148 0.471 0.025  C1 1.531, C3 1.522, C4 1.506, C5 1.489
3 C -0.368 0.442 1.531  C2 1.522, H10 1.135, H11 1.208, H12 1.053
4 C -0.733 -0.705 -0.712  C2 1.506, C5 1.534, H13 1.048, H14 1.192
5 C 0.773 -0.604 -0.434  C2 1.489, C4 1.534, O6 1.376, H15 1.230
6 O 1.546 -1.374 0.403  C5 1.376, H16 0.989
7 H 0.195 1.812 -1.645  C1 1.061
8 H 0.396 2.497 -0.009  C1 1.065
9 H -1.187 2.199 -0.674  C1 1.088
10 H 0.506 0.379 2.253  C3 1.135
11 H -1.109 -0.405 1.968  C3 1.208
12 H -0.797 1.356 1.829  C3 1.053
13 H -1.136 -0.607 -1.674  C4 1.048
14 H -1.248 -1.458 0.055  C4 1.192
15 H 1.434 -0.488 -1.466  C5 1.230
16 H 1.161 -1.801 1.207  O6 0.989
17 N 1.184 -4.055 -1.675  C18 1.218, H20 0.960
18 C 0.844 -4.042 -2.844  N17 1.218, O19 1.151
19 O 0.611 -4.148 -3.966  C18 1.151
20 H 1.709 -3.531 -1.066  N17 0.960